The following is a quantum chemistry calculation of a structure of composition C31H22BeFN5OSe, from the Open Molecules 2025 dataset.

2S+1   1
M   587.52 g mol⁻¹
Energy above the lowest of the compared OMol25 structures with the same formula, charge and spin   0.0 kcal/mol
LUMO level   -0.037 Eh
Net charge   0
E_tot   -4059.68646 Eh

The geometry in XYZ format:
```
62
Properties=species:S:1:pos:R:3:lowdin_charge:R:1
Be 12.200 17.026 8.301 -0.032
C 7.067 7.978 16.941 -0.031
O 6.907 8.096 15.496 -0.082
C 7.371 9.197 14.871 -0.287
C 7.760 10.405 15.409 -0.026
C 8.251 11.430 14.616 -0.029
C 8.351 11.285 13.233 -0.185
C 7.854 10.137 12.659 -0.022
C 7.359 9.112 13.454 0.021
C 9.009 12.288 12.414 -0.237
N 9.131 12.226 11.079 0.170
C 9.829 13.350 10.672 -0.149
C 10.205 14.105 11.796 -0.106
N 9.715 13.381 12.897 0.168
C 10.834 15.391 11.668 -0.040
C 11.270 16.272 12.734 0.023
C 12.106 17.324 12.427 -0.028
C 12.220 17.665 11.085 -0.103
N 11.805 16.954 10.062 0.034
C 11.177 15.768 10.339 -0.122
C 10.882 14.976 9.209 -0.131
N 11.269 15.470 8.011 0.067
C 11.080 14.760 6.910 -0.068
C 10.489 13.493 6.930 -0.021
C 10.068 12.957 8.141 0.027
C 10.239 13.707 9.326 -0.044
H 6.694 6.979 17.201 0.096
H 6.459 8.760 17.399 0.092
H 8.106 8.011 17.190 0.085
H 7.720 10.597 16.486 0.115
H 8.562 12.341 15.152 0.115
H 7.899 10.028 11.556 0.128
H 6.934 8.261 12.956 0.114
H 9.878 13.569 13.884 0.151
H 11.018 16.009 13.771 0.117
H 12.595 17.934 13.205 0.126
H 12.774 18.565 10.816 0.137
H 11.311 15.293 5.982 0.138
H 10.375 12.944 5.998 0.114
H 9.663 11.957 8.224 0.120
Se 14.304 16.184 8.573 0.753
C 15.545 16.796 7.238 -0.626
C 16.304 15.877 6.441 -0.112
C 17.187 16.408 5.535 -0.182
N 17.266 17.708 5.322 0.037
C 16.615 18.568 6.079 -0.176
C 15.808 18.149 7.091 -0.160
H 16.233 14.788 6.647 0.101
H 17.784 15.742 4.930 0.098
H 16.784 19.642 5.924 0.111
H 15.307 18.917 7.667 0.095
F 9.946 22.138 6.698 0.023
C 10.501 20.944 7.066 -0.275
C 9.787 20.100 7.891 -0.029
C 10.363 18.879 8.231 -0.118
C 11.594 18.477 7.710 -0.217
C 12.181 19.284 6.752 -0.114
C 11.702 20.556 6.461 -0.017
H 8.805 20.359 8.271 0.111
H 9.903 18.303 9.020 0.083
H 13.166 18.989 6.385 0.083
H 12.206 21.162 5.692 0.120
```


The following is a quantum chemistry calculation of a structure of composition C31H22BrF5N4O2RuS, from the Open Molecules 2025 dataset.

2S+1   5
M   790.57 g mol⁻¹
Energy above the lowest of the compared OMol25 structures with the same formula, charge and spin   0.0 kcal/mol
LUMO level (alpha / beta)   -0.258 / -0.323 Eh
Net charge   +2
Expectation value of S²   6.101
E_tot   -5129.79781 Eh

The geometry in XYZ format:
```
67
Properties=species:S:1:pos:R:3:lowdin_charge:R:1
Ru 0.133 0.198 0.001 1.440
O -3.555 2.471 4.516 0.144
C -2.755 2.048 3.544 -0.280
C -1.922 2.882 2.796 0.047
C -1.155 2.324 1.805 -0.085
N -1.156 1.004 1.526 -0.127
C -1.957 0.225 2.265 -0.717
Br -1.911 -1.607 1.854 0.902
C -2.768 0.679 3.271 -0.003
H -3.506 3.429 4.635 0.143
H -1.879 3.948 2.973 0.138
H -0.509 2.942 1.196 0.116
H -3.407 0.011 3.830 0.136
N 10.521 -0.036 0.041 0.196
C 9.374 -0.037 0.038 -0.158
C 7.929 -0.039 0.033 -0.202
C 7.234 1.062 0.526 0.009
C 5.849 1.059 0.522 -0.008
C 5.160 -0.041 0.020 -0.221
C 5.855 -1.141 -0.472 -0.012
C 7.240 -1.142 -0.463 0.007
C 3.666 -0.038 0.018 -0.027
C 3.015 -0.188 1.241 -0.156
C 3.676 -0.395 2.519 0.044
C 2.710 -0.528 3.449 0.015
C 1.459 -0.395 2.742 -0.064
N 1.626 -0.200 1.447 -0.045
C 3.012 0.101 -1.208 -0.145
C 3.665 0.200 -2.507 0.050
C 2.692 0.258 -3.436 0.023
C 1.442 0.240 -2.709 -0.045
N 1.632 0.159 -1.403 -0.066
H 7.780 1.914 0.907 0.134
H 5.308 1.918 0.900 0.133
H 5.319 -2.003 -0.851 0.131
H 7.791 -1.995 -0.835 0.133
H 4.743 -0.445 2.658 0.135
H 2.819 -0.704 4.507 0.127
H 0.470 -0.457 3.173 0.096
H 4.732 0.215 -2.660 0.134
H 2.795 0.330 -4.507 0.127
H 0.443 0.293 -3.115 0.131
F 0.900 2.985 -0.924 0.050
C -0.298 2.709 -1.502 -0.262
C -0.916 1.508 -1.210 -0.166
C -2.155 1.310 -1.782 -0.226
F -2.870 0.203 -1.510 0.070
C -2.732 2.233 -2.641 -0.139
F -3.919 1.999 -3.182 0.153
C -2.069 3.415 -2.924 -0.127
F -2.617 4.304 -3.731 0.169
C -0.837 3.667 -2.340 -0.142
F -0.204 4.805 -2.582 0.154
O -0.431 -1.592 -1.119 -0.700
S -0.840 -3.079 -1.057 0.974
C -2.589 -3.127 -1.536 -0.301
C -2.686 -3.938 -2.828 -0.205
C -1.424 -3.612 -3.622 -0.211
C -0.281 -3.776 -2.626 -0.300
H -2.835 -2.076 -1.690 0.081
H -3.171 -3.521 -0.706 0.093
H -3.600 -3.688 -3.364 0.130
H -2.722 -5.006 -2.605 0.125
H -1.459 -2.585 -3.990 0.120
H -1.290 -4.271 -4.478 0.128
H 0.645 -3.253 -2.865 0.096
H -0.054 -4.825 -2.427 0.106
```


The following is a quantum chemistry calculation of a structure of composition C31H23ClCoFI2N3O4, from the Open Molecules 2025 dataset.

2S+1   4
M   868.73 g mol⁻¹
LUMO level (alpha / beta)   -0.020 / -0.024 Eh
Net charge   0
Expectation value of S²   3.760
E_tot   -4198.68234 Eh

The geometry in XYZ format:
```
66
Properties=species:S:1:pos:R:3:lowdin_charge:R:1
Co 0.676 -2.237 -1.993 0.455
Cl -4.220 0.490 2.365 0.644
C -3.321 -0.403 1.157 -0.663
C -3.880 -0.595 -0.120 -0.091
C -3.187 -1.267 -1.088 0.007
C -1.887 -1.786 -0.848 -0.338
O -1.253 -2.381 -1.802 -0.221
C -1.342 -1.593 0.464 -0.119
C -0.005 -1.968 0.826 -0.059
N 0.845 -2.522 0.035 0.048
C 2.187 -2.732 0.433 -0.177
C 2.647 -2.852 1.714 0.000
C 4.031 -2.965 1.984 -0.058
C 4.945 -2.977 0.975 -0.032
C 4.504 -2.917 -0.369 -0.143
C 5.383 -2.967 -1.473 0.004
C 4.882 -2.941 -2.739 -0.032
C 3.490 -2.860 -2.918 -0.114
N 2.643 -2.795 -1.928 0.034
C 3.127 -2.815 -0.641 -0.117
C -2.088 -0.900 1.447 -0.075
H -4.869 -0.200 -0.330 0.106
H -3.599 -1.394 -2.082 0.124
H 0.312 -1.682 1.834 0.126
H 1.947 -2.856 2.543 0.114
H 4.364 -3.030 3.015 0.110
H 6.008 -3.036 1.182 0.115
H 6.452 -3.025 -1.298 0.123
H 5.529 -2.990 -3.606 0.110
H 3.063 -2.851 -3.914 0.081
H -1.662 -0.752 2.434 0.115
C -2.488 4.808 -1.121 -0.043
C -2.615 4.040 0.191 -0.308
C -2.545 4.988 1.374 -0.151
C -2.615 4.221 2.687 -0.127
C -1.474 3.239 2.750 -0.146
C -0.903 2.867 3.949 0.047
C 0.149 1.959 3.964 -0.264
F 0.681 1.613 5.158 0.053
C 0.651 1.420 2.818 0.051
C 0.079 1.775 1.591 -0.058
C 0.606 1.121 0.359 -0.320
O 1.621 0.437 0.437 0.048
C -0.211 1.350 -0.826 -0.021
C -1.203 2.277 -0.769 0.016
N -1.553 3.006 0.317 0.033
C -0.979 2.684 1.554 -0.086
C -0.133 0.589 -2.136 -0.600
O -0.984 0.833 -2.996 0.008
O 0.807 -0.277 -2.261 -0.141
H -3.104 5.709 -1.068 0.083
H -2.822 4.232 -1.984 0.078
H -1.450 5.109 -1.285 0.098
H -3.582 3.530 0.218 0.152
H -3.370 5.695 1.291 0.121
H -1.609 5.554 1.326 0.135
H -3.566 3.684 2.736 0.111
H -2.575 4.895 3.544 0.119
H -1.273 3.275 4.885 0.131
H 1.489 0.731 2.822 0.130
H -1.772 2.439 -1.674 0.130
I 0.192 -5.370 -2.860 0.828
C 0.218 -4.520 -4.809 -1.111
I 0.102 -2.397 -4.819 1.010
H -0.635 -4.906 -5.347 -0.043
H 1.145 -4.810 -5.278 -0.044
```


The following is a quantum chemistry calculation of a structure of composition C31H24BN10O2Ru, from the Open Molecules 2025 dataset.

2S+1   2
M   680.48 g mol⁻¹
Energy above the lowest of the compared OMol25 structures with the same formula, charge and spin   35.2 kcal/mol
LUMO level (alpha / beta)   -0.047 / -0.057 Eh
Net charge   0
Expectation value of S²   0.912
E_tot   -2013.51240 Eh

The geometry in XYZ format:
```
69
Properties=species:S:1:pos:R:3:lowdin_charge:R:1
Ru 0.991 -0.621 -0.503 1.189
C 5.037 -1.315 -1.469 -0.055
C 3.685 -1.326 -1.815 -0.137
N 3.004 -0.498 -1.026 -0.091
N 3.880 0.035 -0.162 -0.024
C 5.112 -0.432 -0.408 -0.070
B 3.391 1.048 0.891 -0.506
N 2.428 2.043 0.202 -0.022
C 2.558 3.378 0.122 -0.074
C 1.422 3.897 -0.461 -0.050
C 0.625 2.774 -0.706 -0.134
N 1.232 1.668 -0.299 -0.009
N 2.591 0.309 1.981 -0.021
C 2.847 0.179 3.289 -0.070
C 1.755 -0.418 3.888 -0.045
C 0.854 -0.619 2.841 -0.130
N 1.363 -0.171 1.695 -0.007
H 5.840 -1.865 -1.925 0.093
H 3.176 -1.875 -2.591 0.110
H 5.951 -0.099 0.180 0.121
H 4.327 1.627 1.367 0.119
H 3.444 3.863 0.493 0.120
H 1.198 4.928 -0.666 0.092
H -0.363 2.726 -1.135 0.102
H 3.773 0.536 3.708 0.121
H 1.622 -0.662 4.927 0.095
H -0.139 -1.033 2.878 0.106
O -1.890 -4.228 2.344 0.052
C -0.622 -4.646 2.508 -0.268
C -0.405 -5.726 3.364 -0.016
C 0.876 -6.183 3.600 -0.081
C 1.972 -5.579 2.986 -0.091
C 1.761 -4.526 2.121 -0.021
C 0.473 -4.049 1.863 -0.085
C 0.319 -2.908 0.943 -0.441
O 1.316 -2.528 0.258 -0.125
N -0.880 -2.311 0.907 0.036
N -0.865 -1.232 0.092 -0.132
C -1.982 -0.599 -0.111 -0.051
C -1.043 0.276 -2.327 -0.214
C -1.903 1.122 -3.216 -0.152
C -1.060 2.185 -3.846 -0.028
C 0.258 1.897 -3.990 -0.075
C 0.884 0.778 -3.359 -0.092
N 0.250 0.072 -2.395 -0.021
H -1.864 -3.410 1.801 0.056
H -1.263 -6.182 3.839 0.116
H 1.026 -7.018 4.273 0.103
H 2.975 -5.932 3.183 0.098
H 2.589 -4.043 1.621 0.116
H -2.862 -0.846 0.473 0.123
H -2.423 0.548 -3.995 0.163
H -1.487 3.087 -4.263 0.103
H 0.896 2.558 -4.564 0.108
H 1.931 0.559 -3.508 0.102
N -7.779 5.455 -0.156 0.159
C -6.954 4.718 -0.467 -0.183
C -5.920 3.797 -0.849 -0.228
C -5.381 3.843 -2.133 -0.019
C -4.370 2.973 -2.486 -0.005
C -3.869 2.040 -1.568 -0.158
C -4.431 1.997 -0.282 0.003
C -5.442 2.863 0.074 -0.016
C -2.781 1.182 -1.937 -0.044
C -2.004 0.239 -1.272 -0.085
H -5.763 4.563 -2.845 0.122
H -3.956 3.003 -3.486 0.113
H -4.061 1.285 0.442 0.109
H -5.868 2.829 1.067 0.123
```